(1)
Computed, not measured: a cluster of 5 separate species, C31H70F3N4O7 in total at a distorted geometry, with wB97M-V/def2-TZVPD.

Output
E_tot in eV: -61707.277
Total charge: +1

Geometry as XYZ:
```
115
Properties=species:S:1:pos:R:3:forces:R:3:lowdin_charge:R:1
N 20.93416 7.97540 18.89947 -0.642 0.718 -2.717 -0.72
O 22.07855 7.59418 18.90522 2.515 -1.283 0.952 -0.05
O 20.69351 9.17598 18.82916 -0.484 2.338 0.898 -0.10
O 20.00544 7.19549 18.67753 -1.615 -1.895 0.606 -0.13
C 15.89246 6.90355 12.98939 0.260 -0.218 -0.009 -0.10
C 16.46654 7.27366 11.60492 -0.557 0.595 0.866 -0.23
C 17.92963 7.77255 11.74138 -0.637 -0.691 -0.860 -0.19
C 17.98474 9.14477 12.38847 1.798 0.495 -0.032 -0.09
N 19.44578 9.72555 12.44913 -0.075 -0.666 -0.502 -0.17
C 20.33957 8.87531 13.39156 0.360 1.568 -0.701 -0.07
C 21.53364 9.83604 13.52370 0.456 -2.314 1.089 -0.19
C 20.98233 11.19996 13.67585 0.057 1.176 -1.110 -0.15
C 19.56373 11.15244 13.03633 0.892 -0.047 0.100 -0.06
C 20.16857 9.69029 11.00834 -1.932 -0.193 0.162 -0.06
C 19.32042 10.20727 9.79852 -0.215 0.490 0.979 -0.24
C 19.76029 9.77333 8.42170 0.633 -1.000 0.076 -0.09
H 14.83441 6.64567 12.94364 0.079 -0.015 -0.029 0.08
H 15.99780 7.75810 13.65778 -0.270 0.205 -0.070 0.06
H 16.42144 6.11973 13.53152 0.072 -0.342 -0.364 0.08
H 15.77096 8.05176 11.29057 0.389 0.602 -0.303 0.10
H 16.32516 6.55268 10.79975 0.419 -0.517 0.434 0.11
H 18.39484 7.72805 10.75666 -0.074 0.503 -0.162 0.10
H 18.46946 6.99304 12.27901 0.082 0.239 0.521 0.12
H 17.68237 9.07843 13.43360 -0.116 0.293 -0.112 0.12
H 17.42307 9.89818 11.83620 -0.211 -0.207 0.174 0.13
H 20.66533 7.94445 12.92736 -0.561 0.001 0.049 0.13
H 19.79848 8.74034 14.32811 0.007 -0.113 -0.078 0.15
H 22.17741 9.67996 12.65808 0.098 0.244 0.179 0.11
H 22.09108 9.55930 14.41856 0.228 -0.112 -0.140 0.14
H 21.62862 11.87082 13.10984 -0.137 0.292 0.072 0.12
H 21.02523 11.54994 14.70724 -0.500 -0.128 -0.078 0.13
H 19.46402 11.85600 12.20979 -0.222 -0.109 0.115 0.12
H 18.88845 11.41825 13.84962 -0.719 -0.720 -0.475 0.14
H 20.37295 8.62773 10.87679 0.450 0.204 0.045 0.12
H 21.04898 10.32782 11.08909 -0.026 -0.458 0.083 0.13
H 19.50682 11.28110 9.78326 -0.636 0.181 0.247 0.11
H 18.25360 9.98689 9.83652 -0.012 0.263 0.646 0.10
H 19.35851 8.83863 8.03055 -0.431 -0.119 0.439 0.08
H 20.82283 9.54723 8.51120 0.340 0.693 -0.885 0.08
H 19.42928 10.54747 7.72943 0.761 -0.057 -0.177 0.09
C 16.70141 6.87673 23.69948 1.067 -0.096 -0.390 -0.07
C 15.53915 7.86230 23.90656 0.810 0.363 0.190 -0.11
N 15.93697 9.39436 23.68918 0.505 0.248 0.895 -0.20
C 16.89821 9.81460 24.82637 -0.097 -1.052 0.266 0.03
C 16.68847 9.59492 22.34526 -1.142 -0.627 -0.633 -0.12
C 15.85617 9.09367 21.16039 -1.334 0.404 0.358 -0.06
C 14.63907 10.21211 23.92299 -0.847 -3.221 -0.377 -0.12
C 14.57407 11.62614 23.67547 1.037 2.335 0.193 -0.23
O 15.32390 12.33517 24.63599 0.258 -0.979 -0.399 -0.18
C 15.07348 13.70195 24.62447 0.857 1.111 1.407 -0.10
H 16.62142 5.83632 24.01451 -1.300 0.104 0.329 0.09
H 17.62427 7.09829 24.23552 -0.091 0.691 0.112 0.08
H 17.03031 6.73649 22.66979 -0.297 0.483 -0.248 0.08
H 15.18119 7.82911 24.93557 0.049 0.066 -0.015 0.13
H 14.69113 7.64093 23.25852 0.179 0.235 -0.105 0.12
H 16.35957 10.04258 25.74615 -0.396 0.011 -0.340 0.11
H 17.53005 10.67811 24.61844 -0.263 -0.218 -0.578 0.11
H 17.48404 8.92449 25.05573 0.321 0.350 -0.212 0.09
H 17.61362 9.01910 22.37015 0.081 0.387 0.502 0.13
H 16.85471 10.66172 22.19555 0.272 -0.114 0.447 0.13
H 14.85994 9.52604 21.25358 -0.244 0.221 0.012 0.07
H 15.63736 8.02634 21.12817 0.650 -0.070 -0.007 0.08
H 16.17061 9.45676 20.18193 0.626 -0.217 0.253 0.10
H 14.28394 9.93718 24.91617 0.423 0.111 0.169 0.15
H 13.86989 9.79722 23.27159 0.162 -0.372 -0.257 0.13
H 13.55758 12.00379 23.78602 -0.437 -0.500 -0.391 0.14
H 14.92045 11.82237 22.66077 0.002 0.391 -0.291 0.14
H 15.64178 14.25669 23.87788 -0.403 -0.156 -0.596 0.10
H 15.50888 14.04843 25.56175 -0.102 0.165 0.119 0.10
H 14.01525 13.95591 24.68571 -0.148 -0.069 -0.465 0.10
C 25.30134 3.30393 15.83413 -0.999 -0.176 -0.299 -0.02
C 23.75919 2.90507 15.68881 0.800 0.049 0.544 -0.13
N 23.28038 1.74000 16.56673 0.244 0.668 0.922 -0.23
C 21.79305 1.70176 16.41835 -0.559 1.339 0.117 -0.02
C 23.82940 0.30434 16.23792 -0.898 1.247 1.201 -0.13
C 23.50511 -0.16033 14.85630 0.879 0.341 -0.574 -0.07
C 23.60864 2.19960 18.02564 -0.719 -0.611 1.446 -0.06
C 22.61045 1.73152 19.13109 1.655 -0.217 -1.708 -0.20
O 22.65989 0.29832 19.14632 -1.211 1.323 0.606 -0.18
C 21.51794 -0.13285 19.87483 0.095 -1.643 0.561 -0.10
H 25.68774 3.30926 16.85333 -0.509 -0.201 0.146 0.07
H 25.42084 4.34330 15.52830 -0.262 -0.033 -0.224 0.08
H 26.03008 2.73016 15.26156 -0.453 -0.281 -0.225 0.08
H 23.32786 2.71991 14.70505 0.896 -0.216 -0.343 0.11
H 23.12539 3.72070 16.03688 0.381 0.213 0.235 0.12
H 21.41076 2.66237 16.76357 0.168 0.197 0.046 0.11
H 21.26312 0.99901 17.06132 0.601 -0.547 -0.422 0.11
H 21.50551 1.69132 15.36701 0.184 -0.638 0.091 0.11
H 23.28295 -0.24786 17.00249 0.491 -0.357 -0.013 0.12
H 24.90221 0.29016 16.43025 -0.137 0.208 0.087 0.14
H 22.46027 -0.37571 14.63265 0.206 -0.151 0.199 0.09
H 24.16822 -1.01331 14.71203 -0.497 -0.420 -0.130 0.10
H 23.90182 0.55051 14.13143 -0.215 0.155 -0.178 0.08
H 23.60031 3.27779 18.18542 -0.125 0.249 -1.089 0.14
H 24.61763 1.91453 18.32361 -0.083 -0.506 -0.459 0.14
H 21.63014 2.17669 18.96106 -0.350 -0.495 -0.194 0.12
H 22.94090 2.22545 20.04483 0.312 -0.412 0.349 0.14
H 21.47009 0.28566 20.88014 -0.144 0.593 -0.177 0.10
H 21.59001 -1.20048 20.08241 0.405 -0.131 -0.294 0.09
H 20.58801 -0.04832 19.31253 -0.087 0.619 -0.024 0.09
C 28.26352 5.81131 24.09227 -1.499 4.928 0.039 -0.49
O 26.81669 5.60507 24.19989 -1.991 -0.839 -0.132 -0.13
O 28.52550 7.07208 24.60188 0.578 -3.621 -0.488 -0.25
C 29.06169 4.54802 24.48979 0.566 -0.622 1.079 -0.55
F 29.01499 3.95760 25.72627 -1.005 0.788 -0.018 0.09
F 28.88509 3.50139 23.65217 -1.035 -0.328 -0.736 0.09
F 30.34461 4.82250 24.34886 1.469 0.876 -0.259 0.13
C 25.96063 5.78804 23.03038 1.540 -1.801 0.715 -0.29
C 24.49910 5.78165 23.40115 0.396 0.245 0.656 -0.11
H 24.19584 4.92223 23.99908 0.372 -0.028 0.262 0.06
H 24.39328 6.69366 23.98863 -0.857 0.008 -0.068 0.08
H 23.88695 5.71144 22.50202 -0.062 0.625 -0.096 0.06
H 26.11479 4.90203 22.41449 0.263 -0.164 -0.550 0.09
H 26.17810 6.65878 22.41183 0.363 0.323 0.321 0.11
H 28.36472 5.82933 23.00713 0.813 -0.434 -0.799 0.11
```
Forces are in eV/Å.

(2)
Computed, not measured: a structure of composition C31H73AlBF2NO2Si8 at a distorted geometry, with wB97M-V/def2-TZVPD.

Output
E_tot in eV: -114658.025
Energy relative to the best compared isomer or geometry (same formula, charge and spin) in kJ/mol: 95.4
Total charge: -2

Geometry as XYZ:
```
119
Properties=species:S:1:pos:R:3:forces:R:3:lowdin_charge:R:1
Al -0.25900 -0.65360 1.14060 0.099 -0.024 0.298 -0.06
N -2.12650 1.79510 1.96960 0.012 0.028 -0.158 0.07
C -1.50330 0.94270 1.49690 0.280 -0.006 0.448 -0.24
O 0.39820 0.43450 -0.27470 -0.516 0.696 -0.451 -0.12
H -0.32790 0.92410 -0.83620 0.396 -0.222 0.077 -0.04
H 1.20630 0.37930 -0.78600 0.214 -0.170 -0.090 0.07
F -0.58300 -3.16770 2.89360 0.538 -0.156 -0.225 0.13
B -0.84290 -1.84000 2.83580 -0.682 -0.640 0.277 -0.64
F -1.77590 -1.59380 3.78250 0.018 0.607 0.117 0.12
C 2.76090 -3.86050 3.07260 -0.051 0.550 -0.030 -0.23
Si 2.83840 -2.06890 3.76320 0.222 -0.904 0.755 0.40
C 4.53960 -2.10550 4.69500 -0.384 0.458 -0.555 -0.23
C 1.58980 -2.04840 5.22220 0.095 0.245 -0.483 -0.22
Si 2.34680 -0.43540 2.06100 0.685 0.111 0.504 0.45
Si 2.16870 1.55920 3.37540 0.024 0.981 0.774 0.37
C 3.63420 1.96650 4.57260 -0.268 -0.404 -0.487 -0.22
C 1.97330 3.18320 2.37030 0.112 -0.643 -0.028 -0.21
C 0.64000 1.54650 4.52140 0.310 -0.359 -0.395 -0.21
Si 4.54180 -0.11170 1.04720 0.880 0.194 -0.912 0.40
C 6.15800 0.16080 2.08010 -0.790 -0.065 0.251 -0.22
C 4.57100 1.39090 -0.16270 -0.313 -0.315 0.505 -0.23
C 5.12510 -1.54510 -0.11080 -0.474 0.227 0.439 -0.24
H 2.96810 -4.63220 3.81370 0.055 0.110 0.290 0.02
H 3.48040 -3.98800 2.26910 0.172 -0.015 -0.229 0.00
H 1.77400 -4.05350 2.66990 -0.277 -0.076 -0.144 0.00
H 4.55950 -2.80180 5.53200 -0.283 -0.178 0.036 0.01
H 4.78190 -1.12160 5.08400 0.112 0.261 0.104 0.00
H 5.33830 -2.38840 4.01670 0.215 -0.066 -0.181 0.00
H 1.43170 -3.03480 5.65840 0.129 -0.147 -0.085 0.03
H 0.62600 -1.69490 4.87140 -0.240 0.059 0.109 -0.02
H 1.90820 -1.37720 6.01860 0.103 0.141 0.042 0.02
H 4.56510 2.04920 4.02000 0.228 0.011 -0.111 -0.01
H 3.75970 1.16820 5.29790 0.053 -0.214 0.183 0.00
H 3.49790 2.89520 5.12350 -0.242 0.171 -0.010 0.01
H 2.83710 3.36920 1.73870 0.168 0.020 -0.185 0.00
H 1.84390 4.06230 3.00010 -0.030 -0.054 0.290 0.02
H 1.10090 3.11270 1.72930 -0.230 0.002 -0.206 0.01
H 0.69920 0.74110 5.24610 0.033 -0.223 0.171 0.00
H -0.25740 1.38580 3.93340 -0.258 -0.013 -0.105 -0.01
H 0.50920 2.47480 5.07370 0.163 0.245 -0.036 0.02
H 6.07160 1.04050 2.71250 0.005 0.144 0.150 -0.01
H 7.05440 0.28070 1.47140 -0.129 -0.018 -0.332 0.02
H 6.32150 -0.68870 2.73750 0.054 -0.144 0.177 -0.01
H 4.19850 2.28150 0.33330 -0.093 0.244 0.057 -0.01
H 3.92980 1.21540 -1.02280 -0.174 -0.042 -0.164 0.01
H 5.56670 1.62040 -0.53980 0.198 -0.160 0.044 0.02
H 5.04500 -2.49830 0.40300 -0.024 -0.300 0.051 0.00
H 6.15670 -1.43380 -0.44260 0.139 0.230 0.102 0.01
H 4.50190 -1.59410 -0.99860 -0.170 -0.051 -0.140 0.00
C -4.15300 -2.36680 -1.64530 -0.220 -0.031 0.222 -0.06
C -3.76420 -2.39800 -0.15850 -0.003 0.106 -0.216 -0.35
C -3.51860 -0.98250 0.33990 0.062 -0.339 0.054 -0.08
C -2.63760 -3.40850 -0.04210 -0.090 0.181 0.219 -0.13
C -3.03910 -4.73180 0.06770 0.043 -0.250 0.101 -0.07
C -2.16010 -5.78660 -0.07860 -0.177 -0.063 -0.119 -0.11
C -0.87810 -5.49610 -0.50580 -0.069 -0.034 0.117 -0.07
C -0.42510 -4.18920 -0.59940 0.181 -0.079 -0.072 -0.13
C 0.89960 -3.97380 -1.29670 0.006 0.278 -0.062 -0.36
C 0.61650 -3.31770 -2.65490 0.118 -0.226 0.058 -0.06
C 1.93600 -3.17960 -0.51390 -0.078 -0.264 -0.132 -0.06
C -1.26550 -3.11610 -0.20790 -0.176 -0.465 0.453 -0.23
O -0.78030 -1.90160 -0.01160 0.107 0.129 -0.945 -0.07
H -5.00230 -1.70280 -1.79490 -0.126 0.115 -0.090 0.06
H -4.42610 -3.36430 -1.99270 0.028 -0.020 -0.067 0.07
H -3.32260 -2.00370 -2.24790 0.109 0.050 -0.062 0.07
H -4.62450 -2.80090 0.39550 0.152 -0.021 -0.027 0.13
H -2.79710 -0.45960 -0.28290 -0.027 0.054 -0.071 0.05
H -3.14130 -0.99510 1.36140 -0.111 0.106 0.038 0.06
H -4.45010 -0.41930 0.31520 -0.099 0.107 0.062 0.08
H -4.08440 -4.93710 0.26450 -0.102 0.032 0.049 0.10
H -2.48500 -6.80820 0.06810 -0.029 -0.051 -0.056 0.08
H -0.22000 -6.31160 -0.78500 0.143 0.055 0.032 0.10
H 1.31990 -4.97140 -1.49180 -0.082 0.119 0.060 0.12
H 0.19090 -2.32650 -2.51710 -0.065 0.148 0.036 0.07
H -0.09470 -3.92340 -3.21680 -0.058 0.032 -0.081 0.08
H 1.52940 -3.22650 -3.24320 0.125 0.064 -0.067 0.07
H 1.62800 -2.14800 -0.39300 0.029 0.134 -0.021 0.03
H 2.88830 -3.20480 -1.03990 0.145 0.034 -0.022 0.07
H 2.07280 -3.60520 0.47530 0.075 0.018 0.134 0.06
C -1.19960 4.89280 -0.32240 0.090 -0.292 -0.343 -0.23
Si -0.50120 4.13070 -1.93080 0.592 0.947 0.234 0.34
C -0.50380 5.60370 -3.19570 -0.250 -0.672 0.095 -0.23
C 1.36970 3.82380 -1.61410 -0.485 -0.045 -0.167 -0.23
Si -1.56900 2.07540 -2.25220 -0.052 0.112 -0.316 0.41
Si -3.83300 2.64530 -2.31970 -1.396 0.411 0.037 0.33
C -4.43680 4.26130 -3.21140 0.588 -0.420 0.145 -0.24
C -4.53140 2.87150 -0.55030 0.356 -0.176 -0.391 -0.23
C -4.95610 1.32090 -3.14800 0.546 0.103 0.193 -0.23
Si -1.04380 1.28770 -4.38810 0.402 -0.571 -1.160 0.33
C -1.33790 2.23090 -6.05730 -0.090 0.083 0.703 -0.24
C 0.83460 0.89510 -4.48110 -0.400 0.272 0.194 -0.24
C -1.85910 -0.41610 -4.74390 0.050 0.435 0.304 -0.23
H -0.56140 5.64690 0.13360 0.238 0.131 -0.088 0.02
H -1.35510 4.11010 0.41200 -0.068 -0.234 0.237 0.00
H -2.16730 5.35160 -0.50610 -0.248 0.089 -0.085 0.00
H 0.04380 6.48530 -2.86380 0.137 -0.024 0.273 0.01
H -1.52560 5.91430 -3.40510 -0.194 0.026 -0.049 0.00
H -0.06870 5.28490 -4.14090 0.077 -0.062 -0.191 0.00
H 1.94890 4.73330 -1.46460 -0.065 0.244 0.034 0.02
H 1.81810 3.29330 -2.45030 0.087 -0.136 -0.196 0.00
H 1.50110 3.20610 -0.73250 0.028 -0.192 0.245 -0.01
H -4.01820 5.13230 -2.71440 0.111 0.227 0.086 0.00
H -5.52100 4.37450 -3.21740 -0.144 -0.190 0.133 0.01
H -4.09660 4.28100 -4.24450 0.083 0.017 -0.202 0.00
H -4.26690 3.85290 -0.16880 0.122 0.223 0.110 0.01
H -4.09560 2.14580 0.12660 0.122 -0.147 0.216 -0.02
H -5.61410 2.77640 -0.49010 -0.203 -0.011 -0.206 0.01
H -4.90990 1.38250 -4.23320 0.082 0.020 -0.201 0.01
H -6.00170 1.41180 -2.85600 -0.080 0.172 0.133 0.02
H -4.61640 0.33130 -2.86060 0.019 -0.291 0.013 -0.02
H -0.83010 3.19270 -6.03310 0.067 0.214 -0.007 0.00
H -2.39930 2.42970 -6.19010 -0.206 0.075 -0.035 0.00
H -0.98820 1.69490 -6.94030 0.100 -0.247 0.072 0.01
H 1.40980 1.78010 -4.22460 0.191 0.187 0.070 0.00
H 1.15850 0.56810 -5.46660 -0.106 -0.066 -0.232 0.01
H 1.09740 0.11500 -3.77490 0.071 -0.209 0.248 0.00
H -2.93400 -0.31360 -4.86170 -0.266 0.023 -0.008 0.00
H -1.69200 -1.09060 -3.90980 0.034 -0.170 0.224 -0.01
H -1.47310 -0.90270 -5.63900 0.167 0.103 -0.158 0.02
```
Forces are in eV/Å.

One value per record, in order, for HOMO-LUMO gap: 2.9; 6.5 eV.
One value per record, in order, for E_LUMO: -2.322; 4.372 eV.